[1]
{"formula": "C33H20BrF9MnN3O2P", "method": "ωB97M-V with the def2-TZVPD basis set", "species": ["Mn", "O", "C", "N", "C", "O", "C", "C", "C", "C", "C", "N", "C", "C", "C", "C", "C", "N", "H", "H", "H", "H", "H", "H", "H", "H", "F", "C", "F", "F", "C", "C", "C", "C", "C", "C", "P", "C", "C", "C", "C", "C", "C", "C", "F", "F", "F", "C", "C", "C", "C", "C", "C", "C", "F", "F", "F", "H", "H", "H", "H", "H", "H", "H", "H", "H", "H", "H", "H", "Br"], "coordinates": [[0.09400, 0.31010, 0.01290], [-1.97520, -2.82650, -1.29450], [-1.27480, -1.86510, -1.18260], [-0.76630, -1.33520, 0.00050], [-1.19290, -1.93520, 1.18260], [-1.86060, -2.92100, 1.28580], [-0.69110, -1.11990, 2.34410], [-0.96160, -1.49600, 3.65000], [-0.50620, -0.68100, 4.68080], [0.16860, 0.48620, 4.35290], [0.39320, 0.78700, 3.01760], [-0.00690, -0.00620, 2.02090], [-0.80280, -1.01150, -2.32930], [-1.05780, -1.36580, -3.64410], [-0.55540, -0.55240, -4.65430], [0.12790, 0.60310, -4.30080], [0.31460, 0.89570, -2.95820], [-0.11250, 0.09070, -1.98170], [-1.52380, -2.40230, 3.83150], [-0.69160, -0.93710, 5.71360], [0.51490, 1.16770, 5.11580], [0.91170, 1.69640, 2.74700], [-1.63020, -2.26160, -3.84490], [-0.70840, -0.80440, -5.69330], [0.52310, 1.27200, -5.05180], [0.83000, 1.80020, -2.66240], [5.01450, -4.19220, 4.42890], [5.37680, -4.26430, 3.13940], [6.69530, -4.11010, 3.08040], [5.07910, -5.48970, 2.70720], [4.63850, -3.20780, 2.34190], [3.27950, -3.38000, 2.11470], [2.57340, -2.41110, 1.42280], [3.23510, -1.27470, 0.97480], [4.60500, -1.11310, 1.19060], [5.30460, -2.07990, 1.88430], [2.42040, 0.00980, -0.02650], [3.09690, 1.57010, 0.62370], [3.40480, 1.65390, 1.98360], [3.84700, 2.85060, 2.51270], [3.95870, 3.96170, 1.68720], [3.66140, 3.88920, 0.33240], [3.22250, 2.69060, -0.20040], [4.34110, 5.27790, 2.32610], [3.27280, 5.79710, 2.94950], [5.29130, 5.11040, 3.24530], [4.76560, 6.17080, 1.44110], [3.21880, -0.30090, -1.64130], [4.41880, 0.30650, -2.01150], [4.97770, 0.00150, -3.24110], [4.33850, -0.89310, -4.08950], [3.19260, -1.56560, -3.68890], [2.64290, -1.27640, -2.45430], [4.88810, -1.07340, -5.49000], [4.12220, -1.87840, -6.22580], [4.91840, 0.11630, -6.10890], [6.12520, -1.55800, -5.48690], [2.78740, -4.26880, 2.47640], [1.51670, -2.54320, 1.22950], [5.12190, -0.23720, 0.82710], [6.36110, -1.96090, 2.06720], [3.31840, 0.78210, 2.61710], [4.10070, 2.93130, 3.55860], [3.76850, 4.76480, -0.29040], [2.98080, 2.62520, -1.25300], [4.92350, 1.00810, -1.36310], [5.90240, 0.46400, -3.55430], [2.74090, -2.29550, -4.34170], [1.76910, -1.81430, -2.10830], [-0.30960, 2.48010, 0.05580]], "forces_ev_per_a": [[-0.7, -0.8, 0.1], [0.3, 0.4, -0.3], [0.0, -0.1, -1.0], [-0.1, -0.4, 0.0], [0.0, -0.1, 1.0], [0.3, 0.3, 0.3], [-0.4, -0.6, 0.5], [0.2, 0.2, -0.3], [0.0, 0.1, -0.2], [0.0, -0.1, -0.3], [0.3, 0.5, 0.3], [-0.2, -0.2, -0.1], [-0.3, -0.6, -0.4], [0.2, 0.2, 0.3], [-0.1, 0.1, 0.2], [0.0, -0.1, 0.2], [0.3, 0.4, -0.3], [-0.3, -0.2, -0.1], [0.0, 0.0, -0.1], [0.0, 0.0, 0.0], [0.0, 0.0, 0.0], [-0.1, 0.0, -0.1], [0.0, 0.0, 0.1], [0.0, 0.0, -0.1], [0.0, 0.1, 0.0], [0.0, 0.0, 0.1], [-0.1, 0.0, 0.1], [-0.1, 0.0, 0.2], [0.2, 0.1, -0.1], [-0.1, -0.1, -0.1], [0.0, -0.1, 0.0], [0.2, 0.0, 0.0], [-0.1, 0.1, 0.0], [-0.7, -0.1, 0.2], [-0.1, 0.1, -0.1], [-0.1, -0.1, 0.0], [2.9, 0.3, 0.0], [-0.4, -0.3, -0.2], [0.0, 0.0, 0.0], [0.0, 0.1, -0.1], [0.0, 0.0, 0.1], [0.0, -0.1, 0.0], [0.0, 0.0, 0.1], [-0.1, 0.2, 0.2], [-0.2, 0.0, 0.0], [0.2, -0.1, 0.1], [0.1, 0.0, -0.3], [-0.8, 0.0, 0.0], [0.0, 0.2, 0.0], [-0.1, -0.1, 0.0], [0.0, 0.0, -0.1], [0.1, 0.0, 0.0], [0.0, 0.0, 0.1], [0.0, 0.1, -0.1], [-0.1, -0.2, 0.0], [0.0, 0.2, 0.0], [0.2, -0.1, 0.2], [-0.1, -0.1, 0.0], [0.0, -0.1, 0.0], [0.1, 0.0, 0.0], [0.1, 0.0, 0.0], [0.0, 0.0, 0.1], [0.0, 0.0, 0.1], [0.0, 0.0, 0.0], [0.0, 0.1, 0.0], [0.0, 0.1, 0.0], [0.0, 0.1, 0.0], [-0.1, -0.1, 0.0], [-0.1, 0.0, -0.1], [0.0, 1.2, 0.0]], "mulliken_spin": [3.48, 0.02, 0.00, -0.06, -0.02, 0.02, 0.02, -0.01, 0.01, -0.01, 0.02, -0.08, 0.01, 0.00, 0.01, -0.01, 0.01, -0.10, 0.00, 0.00, 0.00, 0.00, 0.00, 0.00, 0.00, -0.01, 0.00, 0.00, 0.00, 0.00, 0.00, 0.00, 0.00, -0.02, -0.01, 0.00, -0.23, -0.01, -0.03, 0.01, -0.02, 0.00, 0.00, 0.00, 0.00, 0.00, 0.00, -0.04, -0.01, 0.00, -0.01, 0.00, -0.02, 0.00, 0.00, 0.00, 0.00, 0.00, 0.02, 0.00, 0.00, 0.00, 0.00, 0.00, 0.00, 0.00, 0.00, 0.00, 0.00, 0.08], "orbital_gap_ev": [5.46, 7.42], "charge": 2, "s2": 4.0677, "multiplicity": 4, "e_homo_ev": [-15.498, -15.533]}

[2]
{"formula": "C33H22F15GeNS3SeSi2W", "method": "ωB97M-V with the def2-TZVPD basis set", "species": ["W", "C", "Si", "C", "C", "C", "C", "C", "C", "C", "Si", "C", "C", "H", "H", "H", "H", "H", "H", "H", "H", "H", "H", "H", "H", "H", "H", "H", "H", "C", "C", "S", "C", "C", "S", "H", "H", "H", "H", "H", "H", "Se", "C", "N", "F", "C", "C", "C", "F", "C", "F", "C", "F", "C", "F", "Ge", "S", "C", "C", "F", "C", "F", "C", "F", "C", "F", "C", "F", "C", "C", "F", "C", "F", "C", "F", "C", "F", "C", "F"], "coordinates": [[-0.29001, 0.89703, -1.57081], [-0.71673, 4.77222, -1.44764], [-0.06027, 3.32179, -0.45683], [-0.96284, 3.18565, 1.18568], [1.73647, 3.66945, -0.01086], [2.24339, 4.95784, 0.16963], [3.54541, 5.15231, 0.60522], [4.35953, 4.05939, 0.87173], [3.86746, 2.77545, 0.69605], [2.55999, 2.56962, 0.25429], [1.86877, 0.85424, -0.04597], [1.58347, 0.03054, 1.62270], [3.22736, -0.13697, -0.90195], [-0.34647, 5.69721, -0.99909], [-1.80401, 4.82130, -1.43449], [-0.37900, 4.73894, -2.48347], [-0.88813, 4.16504, 1.66881], [-0.46151, 2.45405, 1.82146], [-2.01424, 2.92426, 1.09461], [1.62667, 5.82559, -0.03184], [3.92774, 6.15672, 0.73597], [5.37706, 4.20906, 1.21008], [4.51754, 1.93085, 0.89750], [2.49778, 0.10316, 2.21843], [1.35752, -1.03333, 1.51446], [0.77543, 0.50845, 2.17902], [4.07228, -0.23572, -0.21442], [3.57399, 0.38942, -1.79237], [2.92185, -1.13878, -1.19926], [2.38509, 2.36177, -5.31457], [1.47517, 1.60861, -4.38446], [1.30297, 2.19602, -2.77998], [0.81465, 0.48430, -4.74899], [0.90765, -0.14085, -6.11093], [-0.14017, -0.28953, -3.55425], [2.85366, 3.20085, -4.80426], [1.83054, 2.74991, -6.17105], [3.17423, 1.71187, -5.69811], [1.93417, -0.12242, -6.47825], [0.28913, 0.40446, -6.82722], [0.56705, -1.17435, -6.09366], [-2.30212, 2.05218, -2.56510], [-3.34615, 2.76780, -1.21963], [-4.06276, 3.20613, -0.43092], [-3.19947, -0.12255, 2.91903], [-2.14524, -0.50264, 3.64936], [-1.21771, -1.37246, 3.09610], [-0.15038, -1.73744, 3.89850], [0.79499, -2.56947, 3.44150], [-0.00589, -1.26697, 5.19099], [1.03195, -1.63781, 5.93762], [-0.95345, -0.40178, 5.70932], [-0.82724, 0.05051, 6.95014], [-2.03461, -0.01235, 4.93544], [-2.94713, 0.81566, 5.43526], [-1.45969, -1.88420, 1.22785], [-1.70584, -0.01067, 0.06944], [-3.16401, -2.79893, 0.94338], [-3.51568, -3.12075, -0.35891], [-2.67570, -2.82232, -1.36369], [-4.70230, -3.75354, -0.67499], [-5.00878, -4.04444, -1.93653], [-5.57407, -4.09292, 0.34585], [-6.71842, -4.70298, 0.06468], [-5.24806, -3.80530, 1.65965], [-6.08128, -4.14497, 2.63960], [-4.05221, -3.16896, 1.93893], [-3.77221, -2.92671, 3.22381], [-0.12954, -3.19851, 0.65200], [0.70567, -3.06894, -0.44042], [0.68417, -1.94503, -1.17728], [1.58350, -4.06281, -0.83215], [2.37641, -3.89318, -1.88740], [1.62248, -5.24593, -0.11382], [2.45373, -6.21395, -0.47460], [0.78460, -5.42224, 0.97814], [0.81425, -6.56318, 1.65984], [-0.07422, -4.40120, 1.33540], [-0.88821, -4.59257, 2.38270]], "forces_ev_per_a": [[-0.2, 0.4, -0.2], [0.0, 0.0, 0.0], [0.0, 0.1, 0.0], [0.0, 0.0, 0.0], [0.0, 0.0, 0.0], [0.0, 0.0, 0.0], [0.0, 0.0, 0.0], [0.0, 0.0, 0.0], [0.0, 0.0, 0.0], [0.0, 0.0, 0.0], [0.1, 0.0, 0.0], [0.0, 0.0, 0.0], [0.0, 0.0, 0.0], [0.0, 0.0, 0.0], [0.0, 0.0, 0.0], [0.0, 0.0, 0.0], [0.0, 0.0, 0.0], [0.0, 0.0, 0.0], [0.0, 0.0, 0.0], [0.0, 0.0, 0.0], [0.0, 0.0, 0.0], [0.0, 0.0, 0.0], [0.0, 0.0, 0.0], [0.0, 0.0, 0.0], [0.0, 0.0, 0.0], [0.0, 0.0, 0.0], [0.0, 0.0, 0.0], [0.0, 0.0, 0.0], [0.0, 0.0, 0.0], [0.0, 0.0, 0.0], [0.0, 0.0, 0.0], [0.0, -0.1, 0.1], [0.0, 0.0, 0.0], [0.0, 0.0, 0.0], [0.1, 0.0, 0.0], [0.0, 0.0, 0.0], [0.0, 0.0, 0.0], [0.0, 0.0, 0.0], [0.0, 0.0, 0.0], [0.0, 0.0, 0.0], [0.0, 0.0, 0.0], [0.1, 0.0, 0.0], [0.0, 0.0, 0.0], [0.0, 0.0, 0.0], [0.0, 0.0, 0.0], [0.0, 0.0, -0.1], [0.0, 0.0, 0.0], [0.0, -0.1, 0.0], [0.0, 0.0, 0.0], [0.0, 0.0, 0.0], [0.0, 0.0, 0.0], [0.0, 0.0, 0.0], [0.0, 0.0, 0.0], [0.0, 0.0, 0.0], [0.0, 0.0, 0.0], [0.0, 0.1, 0.1], [0.0, -0.2, 0.0], [0.0, -0.1, 0.0], [0.0, 0.0, 0.0], [0.0, 0.0, 0.1], [0.0, 0.0, 0.0], [0.0, 0.0, 0.0], [0.0, 0.0, 0.0], [0.0, 0.0, 0.0], [0.0, 0.0, 0.0], [0.0, 0.0, 0.0], [0.0, 0.0, 0.0], [0.0, 0.0, 0.0], [0.0, 0.0, -0.1], [-0.1, 0.1, 0.1], [0.0, -0.1, 0.0], [0.0, 0.0, 0.0], [0.0, 0.0, 0.0], [0.0, 0.0, 0.0], [0.0, 0.0, 0.0], [0.0, 0.0, 0.0], [0.0, 0.0, 0.0], [-0.1, 0.0, 0.0], [0.0, 0.0, 0.0]], "lowdin_charge": [0.32, -0.23, 0.41, -0.20, -0.34, -0.08, -0.08, -0.08, -0.09, -0.33, 0.45, -0.20, -0.20, 0.03, 0.01, 0.02, 0.05, 0.01, -0.01, 0.09, 0.10, 0.10, 0.10, 0.05, 0.00, 0.02, 0.03, 0.03, 0.01, -0.10, -0.70, 0.67, -0.72, -0.10, 0.66, 0.07, 0.09, 0.08, 0.08, 0.09, 0.07, 0.63, -0.77, 0.09, 0.09, -0.24, -0.15, -0.22, 0.10, -0.13, 0.13, -0.12, 0.15, -0.13, 0.14, 0.79, 0.31, -0.13, -0.22, 0.08, -0.14, 0.13, -0.13, 0.15, -0.14, 0.14, -0.21, 0.11, -0.13, -0.22, -0.02, -0.13, 0.13, -0.12, 0.15, -0.13, 0.14, -0.22, 0.11], "orbital_gap_ev": 6.70, "multiplicity": 1, "e_homo_ev": -8.559}

[3]
{"formula": "C33H22N7O4PdS", "method": "ωB97M-V with the def2-TZVPD basis set", "species": ["Pd", "O", "N", "O", "C", "C", "C", "C", "C", "C", "N", "C", "C", "N", "C", "C", "C", "C", "H", "H", "H", "H", "H", "H", "H", "O", "S", "O", "N", "C", "C", "C", "C", "C", "C", "C", "C", "N", "C", "C", "C", "C", "C", "C", "C", "H", "H", "H", "H", "H", "H", "H", "H", "H", "H", "H", "N", "C", "C", "C", "C", "N", "C", "C", "H", "H", "H", "H"], "coordinates": [[-0.10947, -0.12414, 0.01288], [2.90426, 6.27163, 1.06194], [3.70613, 5.54111, 0.51688], [4.84194, 5.83365, 0.22113], [3.26498, 4.15826, 0.23018], [4.20644, 3.20321, 0.29775], [3.84752, 1.83460, 0.08805], [4.80231, 0.80467, 0.07036], [4.39587, -0.47530, -0.19844], [3.03219, -0.71522, -0.39246], [2.10981, 0.22614, -0.32663], [2.50743, 1.50206, -0.13131], [1.51286, 2.54690, -0.23737], [0.25413, 2.16857, -0.55700], [-0.63265, 3.10567, -0.82514], [-0.33844, 4.47143, -0.74335], [0.90838, 4.87035, -0.35022], [1.88852, 3.88968, -0.09195], [5.23344, 3.47203, 0.50217], [5.84587, 1.03737, 0.24162], [5.09894, -1.29313, -0.26358], [2.68391, -1.71005, -0.62926], [-1.62343, 2.77796, -1.10156], [-1.10694, 5.19409, -0.97808], [1.14546, 5.91829, -0.25152], [-2.48504, 1.72838, 0.90179], [-3.26172, 0.59776, 0.44288], [-4.23228, 0.04404, 1.34266], [-2.17918, -0.49520, -0.03938], [-2.58309, -1.80765, -0.29569], [-3.85967, -2.23017, -0.58545], [-4.14274, -3.59446, -0.80056], [-3.17420, -4.54775, -0.70517], [-1.85358, -4.15802, -0.38888], [-0.81137, -5.09048, -0.21533], [0.43628, -4.65785, 0.13532], [0.64736, -3.28010, 0.27733], [-0.28667, -2.37291, 0.09175], [-1.55284, -2.78970, -0.21091], [-4.13289, 1.09528, -1.01866], [-3.48126, 1.15535, -2.24414], [-4.17390, 1.58889, -3.36351], [-5.50907, 1.95669, -3.25356], [-6.15446, 1.88558, -2.02718], [-5.46916, 1.45159, -0.90146], [-4.67271, -1.52232, -0.63263], [-5.16080, -3.87752, -1.03284], [-3.39583, -5.59642, -0.85344], [-1.01914, -6.14566, -0.34560], [1.25554, -5.34283, 0.30016], [1.62810, -2.92530, 0.56764], [-2.44814, 0.84247, -2.32841], [-3.67569, 1.62937, -4.32326], [-6.04908, 2.29077, -4.12978], [-7.19651, 2.16447, -1.94466], [-5.96148, 1.37859, 0.05936], [-0.14853, 0.65806, 7.45758], [-0.06450, 0.57114, 6.31608], [0.04824, 0.45640, 4.88613], [-0.37286, 1.49118, 4.06253], [-0.25145, 1.33370, 2.69422], [0.25869, 0.22630, 2.14752], [0.66898, -0.76476, 2.94375], [0.58504, -0.69484, 4.31817], [-0.79899, 2.39575, 4.47105], [-0.59570, 2.09712, 2.01270], [1.07665, -1.63990, 2.45786], [0.92335, -1.51616, 4.93265]], "forces_ev_per_a": [[0.3, 0.1, -0.2], [0.0, 0.0, 0.0], [0.0, 0.0, 0.0], [0.0, 0.0, 0.0], [0.0, 0.1, 0.0], [0.0, 0.0, 0.0], [0.0, 0.0, 0.0], [0.0, 0.0, 0.0], [0.0, 0.0, 0.0], [0.0, 0.0, 0.0], [0.0, -0.1, 0.0], [-0.1, 0.0, 0.0], [0.0, 0.0, 0.0], [0.0, -0.1, 0.2], [-0.1, -0.1, 0.0], [0.0, 0.0, 0.0], [0.0, 0.0, 0.0], [0.0, 0.0, 0.0], [0.0, 0.0, 0.0], [0.0, 0.0, 0.0], [0.0, 0.0, 0.0], [0.0, 0.0, 0.0], [0.0, 0.0, 0.1], [0.0, 0.0, 0.0], [0.0, 0.0, 0.0], [0.0, 0.1, -0.1], [0.0, 0.0, 0.1], [0.0, 0.0, 0.0], [-0.2, 0.1, -0.2], [0.1, 0.0, 0.1], [0.0, -0.1, 0.0], [0.0, 0.0, 0.0], [0.0, 0.0, 0.0], [0.0, 0.0, 0.0], [0.0, 0.0, 0.0], [0.0, 0.0, 0.0], [0.1, 0.0, 0.0], [0.0, 0.0, 0.0], [0.0, 0.0, 0.0], [0.0, 0.0, 0.0], [0.0, 0.0, 0.0], [0.0, 0.0, 0.0], [0.0, 0.0, 0.0], [0.0, 0.0, 0.0], [0.0, 0.0, 0.0], [0.0, 0.0, 0.0], [0.0, 0.0, 0.0], [0.0, 0.0, 0.0], [0.0, 0.0, 0.0], [0.0, 0.0, 0.0], [0.0, 0.0, 0.0], [0.0, 0.0, 0.0], [0.0, 0.0, 0.0], [0.0, 0.0, 0.0], [0.0, 0.0, 0.0], [0.0, 0.0, 0.0], [0.0, 0.0, -0.1], [0.0, 0.0, 0.1], [0.0, 0.0, 0.0], [0.0, 0.0, 0.0], [0.1, 0.0, 0.0], [-0.2, 0.0, 0.0], [0.0, 0.0, 0.0], [0.0, 0.0, 0.0], [0.0, 0.0, 0.0], [0.0, 0.0, 0.0], [0.0, 0.0, 0.0], [0.0, 0.0, 0.0]], "mulliken_spin": [1.43, 0.00, 0.00, 0.00, 0.00, 0.00, 0.00, 0.00, 0.00, -0.01, 0.09, 0.01, -0.02, 0.06, 0.00, 0.00, 0.00, 0.00, 0.00, 0.00, 0.00, 0.01, 0.01, 0.00, 0.00, 0.01, 0.02, 0.01, 0.08, 0.05, 0.02, 0.00, 0.01, 0.00, 0.00, 0.01, 0.00, 0.11, -0.04, 0.00, -0.01, 0.00, 0.00, 0.00, 0.00, 0.00, 0.00, 0.00, 0.00, 0.00, 0.00, 0.01, 0.00, 0.00, 0.00, 0.00, 0.00, 0.00, -0.01, 0.00, -0.02, 0.15, -0.01, 0.00, 0.00, 0.01, 0.01, 0.00], "orbital_gap_ev": [6.89, 6.26], "charge": 1, "s2": 2.0055, "multiplicity": 3, "e_homo_ev": [-10.634, -10.591]}

no.,strongest force on any atom (eV/A),DFT total energy (hartree)
1,2.92,-6549.0237
2,0.46,-9142.4694
3,0.36,-2480.7900